# C39H89BF4N5O3

7 unconnected molecules or ions with the total composition C39H89BF4N5O3 in a non-equilibrium geometry (the ωB97M-V functional and the def2-TZVPD basis, the Open Molecules 2025 dataset).

XYZ file:
```
141
Properties=species:S:1:pos:R:3:forces:R:3:mulliken_charge:R:1
C 16.5663 -6.2127 -21.6477 -0.642 -0.904 -0.620 -0.676
H 22.9202 -5.1155 -20.0443 0.228 -0.051 -0.348 -0.094
H 17.8483 -0.0307 -22.0841 0.143 0.133 -0.114 0.265
H 19.3185 -4.6971 -14.7760 -0.423 -0.306 -0.016 0.514
H 22.2039 -2.2110 -23.4047 -0.262 -0.335 0.019 0.157
H 16.3665 -5.3634 -13.8399 0.616 0.136 0.070 0.370
C 20.6938 4.1402 -18.3721 -0.834 0.323 0.018 -0.410
H 19.4454 -1.1737 -18.1473 0.104 -0.064 -0.492 -0.109
O 23.4974 -9.1075 -16.2805 -0.795 -1.775 -1.753 -0.772
H 18.6560 5.4038 -16.7633 -0.044 -0.256 0.122 0.459
F 18.8625 -3.4571 -18.9499 -2.348 0.585 0.265 -0.101
H 21.1961 -8.0214 -15.6143 -0.175 -0.260 0.716 0.243
C 23.3435 -8.0390 -15.6992 -0.236 0.723 -0.038 0.454
C 19.0758 -5.3870 -23.4496 -0.966 -0.757 0.141 0.433
H 18.5147 -2.0447 -15.0549 0.134 -0.160 -1.010 0.349
F 20.0211 -4.6809 -20.4439 0.068 -0.746 -1.302 0.421
H 15.7813 -5.3564 -19.7799 -0.513 -0.813 -0.070 0.453
H 18.5972 -7.0873 -21.5493 -0.169 0.050 0.394 0.087
H 19.5965 -8.6782 -25.9999 -0.253 -0.182 0.326 0.497
C 22.0208 -7.3131 -15.6937 -2.174 -0.065 -0.724 0.151
H 17.8992 4.6359 -19.6207 -0.175 -0.419 0.334 0.289
H 18.0462 -2.8944 -13.7881 -0.564 -0.588 0.293 0.368
H 19.1582 -0.1188 -19.5817 0.136 -0.175 0.012 -0.207
H 19.0104 -2.8666 -22.1899 0.175 0.023 -0.621 -1.494
H 21.7582 -6.2788 -21.8548 0.175 0.180 0.549 0.449
F 20.5174 -4.7160 -18.2399 0.767 -0.937 0.826 0.219
H 19.7259 0.7278 -16.6804 0.182 -0.150 0.007 0.411
N 23.3297 -7.1892 -20.5498 -0.218 1.629 0.622 0.431
C 19.9588 5.0793 -19.3431 0.679 0.042 -0.894 -0.589
H 24.9458 -6.5995 -18.2037 -0.711 -0.504 0.265 0.334
C 19.2758 -7.8272 -23.9795 1.050 0.892 -0.755 -0.053
C 21.5868 -2.0369 -22.5233 -1.049 -0.408 -0.160 -0.464
C 17.7820 -1.1006 -22.2815 0.400 0.056 -0.386 -0.697
H 17.5593 -6.7000 -14.3105 -0.071 0.351 0.210 0.309
H 23.2716 -9.2319 -20.4858 0.199 -0.496 0.525 0.404
C 16.7007 -1.6677 -21.3748 0.339 -0.475 -0.082 -0.867
H 21.9464 -6.4890 -14.9842 0.145 -0.314 0.295 0.262
H 21.2049 3.3590 -18.9348 -0.094 -0.213 0.462 0.218
C 19.1264 -1.7879 -22.0846 0.185 0.120 -0.305 2.410
H 23.1632 -8.5072 -18.7960 -0.450 -0.012 -0.066 0.254
H 17.4211 -8.1901 -22.2326 -0.187 0.142 -0.244 0.610
H 17.9353 2.0366 -17.5907 0.221 0.379 0.707 0.339
H 24.1599 -5.9852 -22.0558 -0.420 -0.139 -0.465 0.282
H 22.5399 -6.2068 -18.7555 -0.055 -0.490 -0.188 -0.746
H 15.7775 -1.1101 -21.5324 0.033 -0.049 0.318 0.507
H 21.1933 -2.9406 -22.0578 0.502 -0.197 -0.167 -0.185
C 22.1122 0.1372 -22.4018 -1.640 3.105 0.128 -0.758
H 17.0850 -6.6459 -19.6296 -0.396 0.117 0.226 0.183
H 22.2833 1.0203 -21.7863 0.453 0.313 -0.346 0.417
H 19.9215 -2.6623 -24.6495 -0.039 -0.054 -0.158 0.219
C 18.4337 4.6345 -17.5029 0.562 -0.316 -0.625 -0.588
H 17.8053 -5.3618 -17.8303 0.287 -0.060 0.085 -0.595
C 20.5815 0.1786 -22.7792 1.756 -0.641 -0.287 -0.630
C 16.3203 -4.0813 -16.2145 -0.362 0.216 -0.253 -0.313
H 15.3279 -4.5306 -16.2521 0.007 -0.088 0.511 0.650
H 19.0349 -3.9776 -16.3739 0.009 -0.533 -0.140 -0.442
H 18.6894 2.3660 -19.0539 0.613 0.085 -0.224 0.426
C 18.9318 2.1853 -18.0067 1.095 0.865 0.156 -1.048
C 17.9933 -7.1894 -25.9879 -0.680 -0.244 0.712 -0.873
H 18.0406 -6.3670 -26.7016 0.310 -0.331 -0.214 0.506
H 25.3472 -7.0414 -21.5302 -0.286 -0.787 0.488 0.276
H 20.8289 1.0408 -18.0183 -0.086 -0.167 -0.282 0.399
H 20.8540 2.6257 -16.0625 -0.316 -0.245 0.036 0.450
H 19.5316 -6.9492 -18.8376 0.266 0.231 0.234 -0.277
H 17.4651 4.1540 -17.3652 0.281 0.003 0.600 0.291
H 24.6970 -8.5998 -19.5648 -0.001 0.291 -0.474 0.335
H 19.6868 -5.1999 -24.3327 -0.022 -0.298 -0.252 -0.706
H 21.7215 -6.8722 -16.6446 0.620 0.279 -0.670 -0.478
H 22.7017 0.1693 -23.3180 0.061 0.060 0.110 0.387
C 17.6984 -7.1382 -22.1638 0.631 0.969 -0.645 -0.572
C 18.6944 -7.0899 -16.8280 0.409 -0.332 -0.032 -0.479
H 16.4157 -5.4224 -22.3831 0.156 0.474 0.337 0.367
H 21.3862 4.6310 -17.6881 -0.014 0.015 -0.221 0.408
H 19.2436 3.1264 -15.4142 0.160 -0.120 -0.019 0.389
H 21.9331 -1.0333 -20.6005 -0.304 0.027 -0.130 -0.236
F 20.8882 -2.8468 -19.4480 1.761 1.480 -0.578 0.022
N 18.3072 -6.7233 -23.5511 -0.332 -0.618 -0.008 1.134
H 19.5842 -6.6441 -16.3834 -0.179 0.364 0.160 0.248
C 16.4825 -2.8294 -15.3139 -0.892 -1.777 -0.273 -0.660
H 23.9223 -7.7450 -22.4871 0.444 0.171 -0.050 0.383
H 16.4782 -7.3797 -24.4852 -0.023 0.185 0.378 0.386
C 16.6820 -5.8069 -20.1969 1.058 1.365 0.012 -0.466
H 19.6920 -5.3407 -22.5517 -0.080 -0.364 0.018 -1.035
C 17.2722 -6.6739 -24.7295 0.401 -0.581 0.642 -0.859
H 20.3178 6.0983 -19.4879 0.741 -0.202 0.680 0.359
C 23.6343 -8.4859 -19.7787 -0.564 0.469 -0.946 -0.777
C 23.2824 -6.0041 -19.5273 1.614 0.187 0.138 0.994
H 20.5173 0.7593 -23.6994 -0.646 -0.150 0.083 0.185
N 17.3448 -5.1540 -15.7731 0.805 1.343 -0.949 0.159
N 19.5713 3.5724 -17.4739 -0.603 -0.375 1.008 0.307
C 17.6025 -6.0807 -17.0365 -0.399 1.701 0.882 0.010
C 19.3381 -7.7359 -25.5167 0.303 0.309 -0.468 -1.103
H 26.3354 -5.0857 -19.0870 0.574 0.027 -0.396 0.360
O 25.6856 -5.5027 -19.6575 0.509 1.060 -0.848 -0.535
H 16.2116 -1.9313 -15.8690 0.229 -0.095 -0.003 0.408
H 19.4544 -1.7209 -21.0473 0.424 0.491 -0.044 -0.131
H 15.9668 -6.4948 -15.0832 0.026 -0.330 0.208 0.374
H 16.4493 -3.7138 -17.2325 0.932 -0.752 -0.219 -0.157
H 16.8672 -5.6655 -24.8132 0.127 -0.011 0.111 0.499
B 20.1040 -3.9358 -19.2900 -0.374 -0.344 0.822 -0.936
N 20.2929 -1.2894 -23.0137 -0.619 -0.627 -0.725 1.699
H 18.4189 -8.2422 -18.6781 -0.135 -0.328 0.130 0.557
C 21.9009 -7.1443 -21.2078 1.892 -1.950 1.088 -1.435
H 20.2459 -7.5777 -23.5498 0.031 0.123 0.074 -0.288
H 21.2182 -7.2969 -20.3719 -0.269 0.414 -0.341 0.241
C 24.2800 -7.0249 -21.7512 -0.467 1.013 0.979 -0.825
H 21.9402 -8.0446 -21.8210 -0.494 0.002 -0.128 0.695
O 24.1888 -7.4120 -15.1009 2.495 1.736 1.553 -0.725
H 17.9687 -0.2956 -18.3099 -0.069 0.442 0.222 0.492
H 23.3762 -1.3029 -21.5288 -0.022 -0.284 -0.130 0.611
H 18.2088 6.1994 -19.0709 -0.272 0.016 0.749 0.420
C 24.6289 -5.7372 -18.7903 -1.111 -1.690 0.572 -0.990
H 24.5196 -4.9802 -18.0136 -0.478 0.446 -0.316 0.547
H 17.3436 -4.9520 -20.0579 0.710 -0.227 -0.143 -0.301
H 16.5108 -2.7164 -21.6032 -0.094 -0.083 -0.207 -0.053
H 15.7248 -2.9692 -14.5429 0.416 0.473 0.515 0.315
H 17.4410 -8.0451 -26.3761 -0.334 0.442 -0.298 0.321
C 22.3157 -1.0684 -21.6205 0.151 -1.602 0.436 -0.124
H 20.0780 -7.0531 -25.9341 0.469 0.182 0.778 0.435
H 17.4853 -1.2282 -23.3226 -0.151 0.095 -0.097 0.389
H 19.0590 -8.8259 -23.6004 -0.814 0.235 -0.053 0.618
H 20.0236 4.6817 -20.3560 -0.062 -0.214 0.033 0.280
H 19.9096 0.5434 -22.0023 0.273 0.094 -0.033 0.160
H 20.0262 -8.4336 -17.9764 -0.030 0.130 0.224 0.539
H 20.6260 4.2325 -15.5611 -0.492 0.679 -0.762 0.377
H 17.0403 -1.6777 -20.3391 -0.230 0.322 0.164 0.022
H 20.8638 -1.2420 -25.1834 0.062 0.169 0.317 0.285
C 16.8089 -5.9751 -14.6262 -0.453 0.149 -1.111 -0.876
C 20.0946 3.4071 -16.0348 -0.198 -1.039 -0.642 -1.071
C 19.2143 -7.7253 -18.1411 -0.908 0.069 -0.050 -0.948
C 20.0170 -1.5784 -24.5851 0.090 -0.101 2.312 -1.507
H 18.3294 -4.5942 -23.3979 -0.155 0.091 -0.037 0.066
H 18.3187 -7.8055 -16.0967 0.267 -0.494 -0.251 0.458
C 19.7791 0.9166 -17.7526 -1.681 0.687 -0.125 -0.486
H 19.0839 -1.0959 -24.8760 0.143 0.050 0.136 0.296
H 16.5865 -6.4434 -17.1926 0.192 -0.594 -0.220 0.561
H 15.6110 -6.7376 -21.6531 0.074 -0.463 -0.612 0.443
C 19.0392 -0.2271 -18.5036 0.874 0.020 0.526 -0.402
C 17.9248 -2.9425 -14.8702 1.096 0.282 1.607 -0.684
C 18.5680 -4.2488 -15.4270 -1.041 0.888 -0.519 0.101
C 18.5218 5.1690 -18.9023 -0.694 0.542 -1.302 -0.574
```
Positions in Å, forces in eV/Å.

Output
- calculated total energy (eV) = -67010.448
- HOMO level (spin up / spin down) (eV) = -6.256 / -9.462
- total charge = +2
- lowest unoccupied orbital energy (spin up / spin down) (eV) = -4.21 / -4.33
- molar mass (g/mol) = 763.0
- multiplicity = 2
- gap between HOMO and LUMO (spin up / spin down) (eV) = 2.048 / 5.136